(1)
Below is a 3-piece molecular cluster, C20H30NO6 overall in a non-equilibrium geometry, with properties calculated with ωB97M-V/def2-TZVPD.

```
57
Properties=species:S:1:pos:R:3
O 0.889 -0.683 1.745
O -1.135 -0.272 0.830
O 7.044 -0.057 4.181
O 5.085 1.043 3.945
O -0.251 1.240 2.087
O 6.830 2.169 4.523
N -7.750 -1.325 -1.816
C 1.986 2.209 2.032
C -0.074 0.023 1.561
C 0.017 -2.489 -3.031
C -3.740 1.603 -2.975
C 0.837 1.711 2.884
C -2.283 -3.072 -4.197
C -3.423 -2.128 -3.729
C 9.069 2.241 3.554
C -7.740 -0.910 -3.091
C -6.616 -0.369 -3.703
C -4.180 0.346 -3.712
C -5.396 -0.211 -3.042
C -6.593 -1.161 -1.166
C -5.430 -0.622 -1.697
C -1.031 -2.781 -3.513
C 6.385 0.950 4.208
C -1.067 -1.534 0.152
C 4.472 -0.183 3.527
C -3.019 -0.662 -3.587
C 8.231 2.253 4.815
H 2.423 1.398 1.450
H -6.575 -1.491 -0.129
H 0.433 2.527 3.481
H -8.654 -1.021 -3.661
H 4.666 -0.984 4.236
H 4.832 -0.464 2.539
H -4.515 2.369 -3.039
H -4.538 -0.530 -1.094
H -3.509 1.418 -1.903
H -3.760 -2.520 -2.770
H 3.403 -0.001 3.472
H -2.863 2.027 -3.462
H -4.271 -2.244 -4.400
H 0.879 -2.076 -2.575
H -2.280 -0.467 -4.368
H 10.120 2.402 3.798
H 8.978 1.290 3.032
H -2.540 -4.105 -3.971
H -0.318 -1.500 -0.630
H -2.498 -0.550 -2.614
H -2.039 -1.703 -0.300
H -0.847 -2.337 0.854
H 8.358 3.197 5.341
H 1.158 0.927 3.571
H -6.673 -0.052 -4.737
H 8.518 1.451 5.494
H -2.148 -2.930 -5.266
H 2.765 2.642 2.661
H 8.742 3.027 2.873
H 1.639 2.968 1.330
```

Computed properties:
* highest occupied orbital energy: -0.06302 Ha
* molecular weight: 380.5 g/mol
* net charge: -1
* 2S+1: 1


(2)
Below is C23H22BrI2IrN2O7Se as an isolated structure in a non-equilibrium geometry, with properties calculated with ωB97M-V/def2-TZVPD.

```
59
Properties=species:S:1:pos:R:3
Ir -0.237 -1.061 1.031
I -0.060 -0.420 3.732
I -0.243 -2.301 -1.416
Br -3.729 -1.597 -1.813
Se 0.742 -3.694 1.375
O -2.406 -1.202 1.211
O 1.429 -4.758 2.324
O -0.790 0.739 0.278
O -0.651 -2.977 1.962
O 1.592 -2.250 1.161
O 0.414 -4.216 -0.130
O 4.015 1.708 -1.679
N 1.655 0.349 1.291
N -0.455 3.128 -2.332
C 2.788 -1.136 4.482
C 3.921 -0.239 2.104
C -2.122 0.619 -4.898
C -0.988 2.297 -1.471
C 4.718 -0.777 3.103
C -4.360 -2.312 1.876
C 0.877 3.300 -2.393
C 4.159 -1.234 4.286
C -0.758 0.398 -4.801
C -1.120 -0.967 -2.843
C 2.046 1.162 0.386
C 3.232 2.897 -1.672
C 1.748 2.634 -1.572
C -3.304 -1.270 2.044
C -2.479 2.163 -1.406
C 1.204 1.746 -0.618
C -2.489 -0.759 -2.969
C 2.019 -0.585 3.479
C -0.263 -0.393 -3.778
C -3.417 -0.338 3.205
C -2.991 0.043 -3.982
C -0.174 1.546 -0.564
C 2.547 -0.136 2.280
H -3.185 -0.887 4.123
H 2.330 -1.502 5.391
H -5.044 -2.339 2.719
H -2.871 2.903 -0.702
H 3.080 1.497 0.397
H 3.567 3.472 -0.807
H -2.527 1.225 -5.697
H 4.009 1.323 -2.561
H -0.079 0.839 -5.518
H -2.742 0.510 3.102
H 0.802 -0.577 -3.700
H -4.443 0.018 3.292
H -4.917 -2.106 0.958
H 5.785 -0.853 2.945
H 3.419 3.501 -2.561
H -4.058 0.190 -4.068
H 1.228 4.023 -3.119
H 4.368 0.065 1.166
H -3.878 -3.281 1.739
H -2.912 2.367 -2.381
H -2.774 1.183 -1.040
H 4.776 -1.678 5.054
```

Computed properties:
* highest occupied orbital energy (spin up / spin down): -0.41464 / -0.41349 Ha
* energy relative to the best compared isomer or geometry (same formula, charge and spin): 0.0 kJ/mol
* molecular weight: 1043.3 g/mol
* net charge: +1
* 2S+1: 2


(3)
Below is C27H41BN7OPdS3 as an isolated structure, with properties calculated with ωB97M-V/def2-TZVPD.

```
81
Properties=species:S:1:pos:R:3
Pd 1.727 0.366 -1.513
S -0.241 -1.923 -1.480
S 1.706 -0.531 3.397
S 0.601 2.476 -1.201
O 1.101 0.281 -4.485
N -1.141 -3.414 0.700
N -0.754 -1.292 1.086
N 3.499 0.003 -2.725
N -1.241 0.850 -0.084
N 0.309 1.717 4.202
N -2.035 1.847 -1.867
N -0.265 0.927 2.238
C -0.826 -5.794 1.139
C 0.577 0.727 3.286
C 0.810 0.731 6.402
C -1.023 2.054 2.479
C -1.364 -4.766 0.137
C -0.701 -2.244 0.118
C -0.919 1.717 -1.081
C -3.055 1.073 -1.315
C 0.376 3.155 6.193
C 0.996 1.947 5.493
C 3.461 -0.118 -4.063
C 4.548 0.211 -4.862
C 4.643 0.421 -2.168
C -2.681 1.462 -4.183
C -2.555 0.465 -0.229
C -1.245 -1.842 2.248
C -2.256 2.530 -3.167
C -0.653 -5.015 -1.190
C -1.503 -3.138 2.017
C -3.365 3.566 -2.971
C 2.476 2.229 5.241
C -2.870 -4.951 -0.061
C -1.024 3.229 -3.733
C -0.677 2.546 3.680
C 5.767 0.765 -2.898
C 5.720 0.664 -4.279
C 2.168 -0.626 -4.655
B -0.246 0.161 0.884
H -0.693 3.019 6.362
H -0.811 -6.067 -1.441
H 2.592 3.129 4.634
H -1.327 3.647 -4.697
H 1.945 -1.589 -4.178
H 0.416 -4.822 -1.116
H 0.232 -5.614 1.333
H -3.055 4.319 -2.245
H 4.458 0.109 -5.937
H -1.886 -3.891 2.677
H -0.939 -6.794 0.718
H -1.897 0.710 -4.280
H -4.030 1.007 -1.759
H 0.534 4.082 5.639
H -3.076 -5.950 -0.450
H 4.636 0.481 -1.087
H 1.317 0.926 7.351
H 0.867 0.132 0.425
H -4.293 3.111 -2.620
H -3.013 -0.245 0.438
H 2.988 2.379 6.194
H -1.339 -1.268 3.151
H 2.934 1.393 4.717
H -1.039 -4.390 -1.987
H -3.609 0.964 -3.902
H -0.199 2.539 -3.891
H -1.734 2.422 1.762
H -3.248 -4.217 -0.774
H 0.862 3.263 7.163
H -1.357 -5.777 2.091
H 0.965 0.283 -3.501
H 1.216 -0.172 5.955
H -0.671 4.031 -3.092
H -2.834 1.933 -5.156
H -1.049 3.407 4.200
H -3.413 -4.830 0.879
H 2.299 -0.792 -5.727
H -0.252 0.572 6.610
H -3.571 4.065 -3.919
H 6.657 1.103 -2.384
H 6.577 0.927 -4.886
```

Computed properties:
* highest occupied orbital energy: -0.10109 Ha
* energy relative to the best compared isomer or geometry (same formula, charge and spin): 0.0 kJ/mol
* molecular weight: 693.1 g/mol
* net charge: -1
* 2S+1: 1


(4)
Below is one molecule with the formula C2H4N2OS in a non-equilibrium geometry, with properties calculated with ωB97M-V/def2-TZVPD.

```
10
Properties=species:S:1:pos:R:3
S 1.159 -0.898 -0.543
O -0.836 -1.703 0.909
N 0.260 2.061 -0.641
N -0.766 1.717 0.099
C -0.228 -0.679 0.298
C -1.020 0.538 0.536
H 1.035 1.380 -0.880
H -0.250 -2.474 0.758
H -1.935 0.444 1.184
H 0.326 3.043 -0.843
```

Computed properties:
* highest occupied orbital energy: -0.33515 Ha
* energy relative to the best compared isomer or geometry (same formula, charge and spin): 207.7 kJ/mol
* SMILES: N/N=C\C(O)=S
* molecular weight: 104.1 g/mol
* 2S+1: 1


(5)
Below is a 2-piece molecular cluster, C3H9NS overall in a non-equilibrium geometry, with properties calculated with ωB97M-V/def2-TZVPD.

```
14
Properties=species:S:1:pos:R:3
S 0.217 -1.693 -0.167
N 1.599 1.867 -0.679
C 1.764 2.465 0.406
C -1.963 0.272 0.138
C -1.584 -1.199 0.407
H 2.530 1.704 -1.120
H -1.902 0.600 -0.898
H -3.029 0.376 0.322
H 0.500 -0.447 -0.667
H 2.724 2.483 0.916
H 0.823 2.620 1.084
H -1.840 -1.724 1.467
H -2.320 -1.759 -0.261
H -1.449 0.930 0.878
```

Computed properties:
* highest occupied orbital energy: -0.32193 Ha
* energy relative to the best compared isomer or geometry (same formula, charge and spin): 189.0 kJ/mol
* SMILES: C=N.CCS
* molecular weight: 91.2 g/mol
* 2S+1: 1


(6)
Below is C5H8N2 as an isolated structure in a non-equilibrium geometry, with properties calculated with ωB97M-V/def2-TZVPD.

```
15
Properties=species:S:1:pos:R:3
N 0.158 -3.318 -0.095
N -0.977 1.514 -0.103
C -0.345 -2.271 -0.203
C -0.890 -1.008 0.181
C -0.126 1.296 1.062
C -0.127 0.314 -0.051
C 1.083 0.266 -0.965
H 1.775 -0.521 -0.650
H -0.528 -1.867 1.124
H -0.665 1.059 1.977
H -0.567 2.223 -0.715
H -1.980 -0.875 0.182
H 0.794 0.062 -2.003
H 0.765 1.907 1.200
H 1.629 1.218 -0.943
```

Computed properties:
* highest occupied orbital energy: -0.35080 Ha
* energy relative to the best compared isomer or geometry (same formula, charge and spin): 364.6 kJ/mol
* molecular weight: 96.1 g/mol
* 2S+1: 1


(7)
Below is an isolated ion of composition C3H7N2O and charge +1 in a non-equilibrium geometry, with properties calculated with ωB97M-V/def2-TZVPD.

```
13
Properties=species:S:1:pos:R:3
O 0.053 0.927 -1.824
N 0.467 1.674 0.613
N -0.430 -1.324 0.845
C -0.615 -0.511 -0.393
C 0.011 0.870 -0.395
C 0.595 -0.284 -1.269
H 1.312 2.183 0.367
H -1.589 -0.660 -0.852
H -0.236 2.350 0.912
H 0.574 -1.470 1.016
H -0.886 -2.241 0.756
H -0.818 -0.825 1.659
H 1.562 -0.690 -1.437
```

Computed properties:
* highest occupied orbital energy: -0.47521 Ha
* energy relative to the best compared isomer or geometry (same formula, charge and spin): 417.2 kJ/mol
* SMILES: N[C@]12O[C@@H]1[C@H]2[NH3+]
* molecular weight: 87.1 g/mol
* net charge: +1
* 2S+1: 1